Entry 1:
Here is a molecular structure, C26H46AsO9SSi3TcTe in a non-equilibrium geometry from the OMol25 dataset. Energies are from ωB97M-V with the def2-TZVPD basis set.

Cartesian coordinates (Å):
Tc1 0.0808 -0.4823 -0.3920
O1 1.1471 3.5823 0.5861
C1 0.8621 2.4179 0.8404
O2 0.3431 1.6070 -0.0131
C2 1.0431 1.9638 2.3040
C3 -0.2910 1.4815 2.9097
C4 -0.2418 1.6886 4.4323
C5 0.7724 0.5893 4.8334
C6 1.0231 -0.1038 3.4779
O3 -0.2257 0.0604 2.8066
C7 1.9736 0.7576 2.6204
C8 2.4674 -0.0716 1.4207
O4 3.6399 -0.0478 1.1143
O5 1.5771 -0.8532 0.8649
H1 1.3872 2.8514 2.8300
H2 -1.1821 1.8527 2.4075
H3 -1.2227 1.4997 4.8706
H4 0.0783 2.6948 4.6989
H5 0.3423 -0.1119 5.5486
H6 1.6919 0.9981 5.2514
H7 1.2945 -1.1551 3.5372
H8 2.8640 1.0659 3.1632
O6 0.3499 -1.7645 -3.5335
S1 0.5019 -0.3830 -3.0213
O7 1.6220 -0.3266 -2.0496
O8 -0.7501 -0.1445 -2.1618
O9 0.5598 0.5854 -4.0728
C9 -3.6974 1.4744 2.8705
Si1 -3.6044 -0.2830 2.1211
C10 -5.4408 -0.7791 1.9776
C11 -2.8943 -1.5378 3.3525
As1 -2.2795 -0.2820 0.0778
Si2 -3.4816 -1.9596 -1.1543
C12 -3.1952 -1.9388 -3.0161
C13 -5.3847 -1.9898 -0.9454
C14 -2.8587 -3.5973 -0.4551
Si3 -3.0593 1.7211 -1.0277
C15 -4.9395 1.7760 -0.6693
C16 -2.3157 3.3011 -0.3018
C17 -2.9491 1.8861 -2.9082
H9 -4.7091 1.6999 3.2100
H10 -3.4204 2.2193 2.1225
H11 -3.0275 1.5918 3.7231
H12 -5.9208 -0.6197 2.9454
H13 -5.5544 -1.8315 1.7157
H14 -5.9760 -0.1859 1.2345
H15 -3.2880 -1.3860 4.3599
H16 -1.8100 -1.4504 3.3796
H17 -3.1439 -2.5551 3.0396
H18 -3.6606 -1.0724 -3.4896
H19 -3.6117 -2.8426 -3.4671
H20 -2.1292 -1.9081 -3.2412
H21 -5.8127 -1.0148 -0.7164
H22 -5.6728 -2.6772 -0.1489
H23 -5.8362 -2.3448 -1.8736
H24 -1.8168 -3.7153 -0.7416
H25 -3.4080 -4.4586 -0.8413
H26 -2.9069 -3.6183 0.6374
H27 -5.1551 1.8713 0.3981
H28 -5.4359 0.8749 -1.0358
H29 -5.3809 2.6321 -1.1840
H30 -2.5619 3.4553 0.7509
H31 -2.6785 4.1655 -0.8625
H32 -1.2286 3.2775 -0.3913
H33 -3.6803 1.2629 -3.4257
H34 -1.9591 1.6191 -3.2710
H35 -3.1384 2.9264 -3.1815
C18 -0.6462 -8.8736 0.2582
C19 -0.2774 -7.4573 -0.0960
C20 -0.2069 -6.4639 0.8699
C21 0.1516 -5.1597 0.5501
C22 0.2376 -4.1437 1.6609
C23 0.4509 -4.8209 -0.7770
Te1 1.1521 -2.8284 -1.2895
C24 0.3587 -5.8115 -1.7666
C25 0.5798 -5.5209 -3.2328
C26 0.0084 -7.1088 -1.4090
H36 -0.9438 -8.9521 1.3036
H37 0.2008 -9.5436 0.0959
H38 -1.4707 -9.2263 -0.3636
H39 -0.4317 -6.7070 1.9041
H40 -0.4502 -4.3932 2.4702
H41 0.0115 -3.1357 1.3089
H42 1.2531 -4.1227 2.0661
H43 0.9732 -4.5192 -3.3910
H44 -0.3686 -5.5813 -3.7713
H45 1.2666 -6.2440 -3.6751
H46 -0.0513 -7.8683 -2.1837

Atoms 1-6, force components in eV/Å:
2.4 1.1 0.6
-0.1 -0.1 -0.1
0.3 0.2 0.3
-0.3 -0.8 -0.1
-0.2 0.0 -0.3
0.1 0.2 0.2

Calculated values
Molar mass: 919.49 g mol⁻¹
Lowest unoccupied orbital energy (alpha / beta): 2.284 / 1.523 eV
Charge: -1
E_tot: -150940.652 eV
Kohn-Sham gap (alpha / beta): 7.4 / 6.8 eV
2S+1: 4
ΔE to the lowest compared entry with this formula, charge and spin: 70.3 kcal/mol
HOMO (alpha / beta): -5.1 / -5.2 eV

Entry 2:
Here is a molecular structure, C26H46BN6O2S3SeSiW from the OMol25 dataset. Energies are from ωB97M-V with the def2-TZVPD basis set.

Cartesian coordinates (Å):
W1 -0.4273 0.5281 0.4344
C1 1.6751 1.1280 -4.7590
C2 2.7718 1.1916 -3.6966
C3 4.1224 1.2770 -4.4058
C4 2.6169 2.4030 -2.7776
N1 2.7290 -0.0542 -2.8587
C5 3.7883 -0.9321 -2.6945
C6 3.3876 -1.8873 -1.8374
N2 2.0880 -1.6069 -1.4653
B1 1.3763 -2.5143 -0.4322
N3 -0.1706 -2.4796 -0.4573
C7 -0.8093 -3.5557 -1.0119
C8 -2.1177 -3.4252 -0.7576
N4 -2.3070 -2.2522 -0.0555
C9 -1.0830 -1.6363 0.0827
S1 -0.8552 -0.6636 2.3461
C10 -3.6099 -2.1808 0.7307
C11 -4.7292 -2.7951 -0.1278
C12 -3.4034 -3.0327 1.9844
C13 -4.0878 -0.7889 1.1111
N5 1.9343 -2.2839 1.0002
C14 2.2108 -3.3221 1.8638
C15 2.7151 -2.7936 2.9948
N6 2.7437 -1.4172 2.8346
C16 2.2415 -1.1358 1.6133
S2 2.0172 0.4196 0.8905
C17 3.2384 -0.4383 3.8601
C18 3.7701 -1.2061 5.0692
C19 2.0780 0.4463 4.3146
C20 4.3795 0.3755 3.2548
C21 1.7045 -0.4892 -2.0927
S3 0.1352 0.2569 -1.9777
H1 1.7689 1.9963 -5.4130
H2 0.6781 1.1400 -4.3241
H3 1.7858 0.2288 -5.3687
H4 4.1211 2.1809 -5.0139
H5 4.2897 0.4301 -5.0741
H6 4.9523 1.3590 -3.7017
H7 2.6691 3.3118 -3.3804
H8 3.4289 2.4284 -2.0476
H9 1.6683 2.3970 -2.2432
H10 4.7237 -0.8176 -3.2066
H11 3.9085 -2.7529 -1.4638
H12 1.6866 -3.6408 -0.7079
H13 -0.2699 -4.3339 -1.5248
H14 -2.9213 -4.0894 -1.0111
H15 -4.6775 -3.8814 -0.1937
H16 -4.7404 -2.3685 -1.1333
H17 -5.6802 -2.5569 0.3468
H18 -3.0569 -4.0329 1.7186
H19 -4.3558 -3.1303 2.5089
H20 -2.6816 -2.5788 2.6665
H21 -4.4073 -0.2434 0.2303
H22 -3.3534 -0.2066 1.6519
H23 -4.9556 -0.9213 1.7607
H24 2.0359 -4.3488 1.5881
H25 3.0605 -3.2801 3.8866
H26 2.9915 -1.7964 5.5550
H27 4.1278 -0.4785 5.7962
H28 4.6100 -1.8524 4.8068
H29 1.2879 -0.1657 4.7518
H30 1.6561 1.0218 3.4922
H31 2.4350 1.1406 5.0770
H32 5.1872 -0.2837 2.9299
H33 4.7748 1.0486 4.0175
H34 4.0520 0.9782 2.4088
C22 -5.0763 1.2537 -2.5890
Si1 -4.2370 2.5123 -1.4977
C23 -5.3071 3.0319 -0.0630
C24 -3.5797 3.9532 -2.4786
Se1 -2.4019 1.4921 -0.5150
H35 -5.8376 1.7519 -3.1981
H36 -5.5708 0.4731 -2.0069
H37 -4.3606 0.7778 -3.2618
H38 -6.2688 3.3978 -0.4359
H39 -4.8340 3.8319 0.5088
H40 -5.5035 2.1989 0.6148
H41 -4.4075 4.5024 -2.9365
H42 -2.9164 3.6131 -3.2757
H43 -3.0231 4.6411 -1.8406
C25 0.4753 4.2740 1.7288
C26 0.1791 2.9041 1.2386
O1 -0.3943 2.0414 1.9762
O2 0.4765 2.5082 0.0730
H44 1.3160 4.2211 2.4237
H45 -0.3850 4.6592 2.2727
H46 0.7338 4.9250 0.8986

Atoms 1-6, force components in eV/Å:
0.2 0.1 0.1
0.0 0.0 0.0
0.0 0.1 0.0
0.0 -0.1 0.1
0.0 0.0 0.0
0.1 0.0 0.0

Calculated values
Molar mass: 872.59 g mol⁻¹
Lowest unoccupied orbital energy (alpha / beta): -3.410 / -4.240 eV
Charge: +1
E_tot: -148977.594 eV
Kohn-Sham gap (alpha / beta): 6.4 / 6.3 eV
2S+1: 3
ΔE to the lowest compared entry with this formula, charge and spin: 30.6 kcal/mol
HOMO (alpha / beta): -9.8 / -10.6 eV

Entry 3:
Here is 3 unconnected molecules or ions with the total composition C26H46BrN4O12P2S in a non-equilibrium geometry from the OMol25 dataset. Energies are from ωB97M-V with the def2-TZVPD basis set.

Cartesian coordinates (Å):
C1 -0.6335 -1.6179 -1.5734
C2 -1.5302 -0.5460 -2.3069
C3 -1.7755 0.7818 -1.4347
C4 -0.5338 1.0958 -0.5482
C5 0.6983 1.5250 -1.2592
C6 0.7380 1.6888 -2.8188
O1 1.0789 0.8120 -3.5593
O2 0.3963 2.9214 -3.3776
C7 -0.6747 2.7860 -4.3434
C8 -0.1859 2.5837 -5.8292
S1 -1.7271 2.6041 -6.8782
C9 -1.7636 0.9597 -7.6252
N1 -0.6776 0.6266 -8.3781
N2 -0.9567 -0.6361 -8.7738
C10 -2.1476 -1.0675 -8.3389
O3 -2.6916 -0.0206 -7.5724
C11 1.8906 1.8306 -0.4600
C12 1.7946 1.7066 0.9740
C13 3.0624 2.0117 1.8269
C14 3.6626 0.5932 2.2464
O4 3.9018 -0.2212 1.4171
Br1 3.9768 0.1438 4.1281
N3 0.6352 1.3019 1.6188
C15 -0.5235 0.9950 0.9244
C16 -1.8144 0.5904 1.6941
C17 -1.5728 -0.2883 2.9794
C18 -1.5419 -1.8448 2.7275
C19 -2.6585 -2.3827 1.7532
C20 -3.1234 -3.8620 2.0277
N4 -2.5169 -4.8560 1.1095
H1 -0.7244 -1.6162 -0.4566
H2 0.4507 -1.4658 -1.8264
H3 -0.8911 -2.6577 -1.9254
H4 -1.0521 -0.3240 -3.2907
H5 -2.5462 -1.0114 -2.4448
H6 -2.7471 0.7602 -0.8895
H7 -1.8541 1.6350 -2.1710
H8 -1.2909 3.7288 -4.3282
H9 -1.3857 1.9516 -4.1043
H10 0.4986 3.4247 -6.1274
H11 0.2751 1.5755 -5.9675
H12 -2.6116 -2.0555 -8.5323
H13 2.8376 2.1570 -0.9435
H14 3.8224 2.6231 1.2795
H15 2.7311 2.5038 2.7812
H16 0.7024 1.2663 2.6394
H17 -2.2772 1.5725 2.0555
H18 -2.5388 0.1644 0.9632
H19 -2.3524 -0.0689 3.7637
H20 -0.5909 -0.0272 3.4788
H21 -0.5229 -2.2254 2.4229
H22 -1.7362 -2.3311 3.7299
H23 -2.2700 -2.3267 0.6923
H24 -3.5686 -1.7123 1.7723
H25 -2.9148 -4.1978 3.0806
H26 -4.2422 -3.8985 1.8791
H27 -2.0835 -5.6310 1.6146
H28 -1.8302 -4.4342 0.4828
C21 6.8179 -2.5295 2.8627
O5 7.0135 -3.9244 2.6802
P1 7.0568 -4.9146 4.0574
O6 7.8186 -3.9331 4.9278
O7 8.0633 -5.9481 3.3182
C22 9.2680 -5.4475 2.7525
O8 6.8458 -6.0408 5.3134
C23 5.6377 -5.8767 6.0608
H29 6.5319 -2.0971 1.9025
H30 6.0315 -2.3358 3.5916
H31 7.7519 -2.0635 3.1800
H32 9.6133 -4.5428 3.2546
H33 9.1143 -5.2419 1.6932
H34 10.0352 -6.2166 2.8488
H35 4.7723 -5.9100 5.3955
H36 5.6539 -4.9263 6.6000
H37 5.5607 -6.6937 6.7764
C24 -5.1218 6.6691 -1.9002
O9 -5.7825 5.9648 -0.8547
P2 -4.9452 4.7256 -0.0643
O10 -4.2537 4.1866 -1.3052
O11 -6.3270 3.9335 0.2273
C25 -7.1926 3.6362 -0.8631
O12 -4.1306 3.6568 0.9819
C26 -2.9129 4.1690 1.5212
H38 -5.6755 7.5885 -2.0912
H39 -4.0985 6.9178 -1.6219
H40 -5.1310 6.0701 -2.8117
H41 -6.6521 3.5547 -1.8071
H42 -7.9543 4.4109 -0.9438
H43 -7.6857 2.6854 -0.6575
H44 -3.0945 5.1128 2.0384
H45 -2.1809 4.3189 0.7220
H46 -2.5215 3.4478 2.2365

Atoms 1-6, force components in eV/Å:
0.3 -0.3 -0.4
-0.4 -0.6 1.1
0.9 0.2 -0.8
1.5 0.7 0.3
-0.2 0.4 2.4
0.1 0.6 -1.2

Calculated values
Molar mass: 780.59 g mol⁻¹
Lowest unoccupied orbital energy: -4.550 eV
Charge: +1
E_tot: -157680.873 eV
Kohn-Sham gap: 6.4 eV
2S+1: 1
ΔE to the lowest compared entry with this formula, charge and spin: 177.5 kcal/mol
HOMO: -11.0 eV

Entry 4:
Here is 7 unconnected molecules or ions with the total composition C26H46Cl2F8O6 in a non-equilibrium geometry from the OMol25 dataset. Energies are from ωB97M-V with the def2-TZVPD basis set.

Cartesian coordinates (Å):
F1 5.1702 3.1942 -4.2972
C1 5.4894 3.2865 -2.9633
F2 6.5032 4.1998 -2.9211
C2 4.2302 3.6351 -2.1887
F3 3.6278 4.7911 -2.4968
F4 4.6465 3.6151 -0.9253
C3 3.1697 2.4949 -2.3441
O1 3.7107 1.2194 -2.0812
C4 2.9337 0.3246 -1.3051
F5 2.7663 0.7225 -0.0373
F6 1.7467 0.3227 -1.9420
C5 3.6744 -1.0797 -1.4135
F7 4.9442 -1.1127 -0.9912
F8 2.9098 -1.9682 -0.7103
H1 5.9046 2.3663 -2.5524
H2 2.8416 2.5641 -3.3812
H3 2.3412 2.6849 -1.6617
H4 3.6819 -1.4369 -2.4433
C6 -0.6053 2.4368 -4.6544
C7 -0.8292 3.2350 -3.3830
C8 0.1530 4.4173 -3.4691
O2 1.0107 3.9574 -4.5311
C9 0.2898 3.1863 -5.5391
H5 -1.4988 2.0477 -5.1426
H6 -0.1772 1.5083 -4.2765
H7 -0.6451 2.7230 -2.4385
H8 -1.8738 3.5389 -3.3161
H9 0.8737 4.6094 -2.6742
H10 -0.4010 5.3349 -3.6670
H11 0.9231 2.5478 -6.1550
H12 -0.1770 3.8859 -6.2325
C10 -3.4208 0.7037 -2.3248
C11 -4.9097 0.2532 -2.1605
C12 -4.7042 -1.3463 -1.8727
O3 -3.2796 -1.5888 -2.0631
C13 -2.6436 -0.4877 -2.7512
H13 -3.2124 1.0254 -1.3044
H14 -3.2736 1.5336 -3.0159
H15 -5.4434 0.5269 -3.0706
H16 -5.4186 0.7328 -1.3244
H17 -5.3875 -1.9743 -2.4444
H18 -4.8521 -1.5949 -0.8218
H19 -2.5375 -0.7273 -3.8093
H20 -1.6249 -0.5045 -2.3638
C14 -2.6803 -5.0331 0.9043
C15 -3.5839 -5.5680 -0.2262
C16 -2.5787 -5.6362 -1.3462
O4 -1.5132 -4.5677 -1.1850
C17 -1.6332 -4.1236 0.2127
H21 -2.1906 -5.9206 1.3051
H22 -3.1937 -4.4472 1.6668
H23 -4.3542 -4.8350 -0.4659
H24 -4.1286 -6.4924 -0.0343
H25 -3.0719 -5.6757 -2.3174
H26 -2.0306 -6.5784 -1.3442
H27 -2.0568 -3.1195 0.1942
H28 -0.6986 -4.1411 0.7733
C18 0.3033 -0.4955 6.2645
C19 1.5427 0.4440 6.2689
C20 2.4779 -0.4359 7.0055
O5 1.7098 -1.1869 8.0308
C21 0.3603 -1.1376 7.6345
H29 0.3387 -1.3099 5.5409
H30 -0.6550 0.0219 6.2196
H31 1.5114 1.4029 6.7861
H32 1.8992 0.5519 5.2445
H33 3.2812 0.1455 7.4579
H34 2.8182 -1.2339 6.3455
H35 -0.1166 -0.4828 8.3638
H36 -0.1482 -2.1018 7.6371
C22 -1.6201 0.5209 1.1816
C23 -0.2559 0.7190 0.6489
C24 0.3480 1.7784 1.6160
O6 -0.6268 1.8245 2.6801
C25 -1.5659 0.6616 2.6730
H37 -1.9862 -0.4734 0.9259
H38 -2.2943 1.2954 0.8160
H39 -0.2199 1.0516 -0.3885
H40 0.4349 -0.1232 0.6877
H41 0.7334 2.7160 1.2154
H42 1.3074 1.4104 1.9795
H43 -2.4805 0.7553 3.2585
H44 -1.0208 -0.1014 3.2287
Cl1 3.5209 -3.0083 2.8062
C26 2.2252 -1.8173 2.7969
Cl2 0.6317 -2.5258 2.7085
H45 2.2441 -1.3347 3.7741
H46 2.3893 -1.1965 1.9161

Atoms 1-6, force components in eV/Å:
0.0 -0.5 0.6
0.7 0.6 -1.6
-0.7 0.1 0.5
-0.6 -2.1 -0.3
0.3 0.2 0.0
0.2 0.8 1.7

Calculated values
Molar mass: 677.54 g mol⁻¹
Lowest unoccupied orbital energy: 0.528 eV
E_tot: -86772.814 eV
Kohn-Sham gap: 9.9 eV
SMILES: FC(F)C(F)(F)COC(F)(F)C(F)F.C1CCOC1.C1CCOC1.C1CCOC1.C1CCOC1.C1CCOC1.ClCCl
2S+1: 1
ΔE to the lowest compared entry with this formula, charge and spin: 45.0 kcal/mol
HOMO: -9.4 eV

Entry 5:
Here is a molecular structure, C26H46CrN6O5S2 from the OMol25 dataset. Energies are from ωB97M-V with the def2-TZVPD basis set.

Cartesian coordinates (Å):
Cr1 -1.4913 0.2147 -0.4557
C1 -5.6260 -0.1818 -0.7430
C2 -4.4058 0.2837 -1.4796
C3 -4.0058 -0.3235 -2.6578
C4 -2.9140 0.1552 -3.3928
C5 -2.5192 -0.4987 -4.6834
C6 -2.2502 1.2895 -2.9391
C7 -2.6273 1.9411 -1.7522
C8 -2.1289 3.3273 -1.4444
C9 -3.6690 1.3822 -0.9994
H1 -6.5165 0.2661 -1.1879
H2 -5.5939 0.1131 0.3046
H3 -5.7415 -1.2629 -0.8064
H4 -4.5765 -1.1564 -3.0522
H5 -3.1827 -0.1684 -5.4846
H6 -2.6055 -1.5823 -4.6184
H7 -1.5035 -0.2362 -4.9744
H8 -1.4818 1.7363 -3.5592
H9 -2.7302 4.0432 -2.0073
H10 -1.0936 3.4678 -1.7481
H11 -2.2379 3.5716 -0.3876
H12 -4.0649 1.9436 -0.1600
C10 -1.6742 -1.1939 3.7247
N1 -2.5976 -0.7551 2.6817
C11 -2.5854 0.6714 2.4422
C12 -2.8521 -1.5933 1.6248
N2 -2.7190 -1.1681 0.3860
N3 -3.2642 -2.8377 1.9370
C13 -3.3232 -3.8941 0.9422
C14 -3.9472 -3.1442 3.1877
H13 -0.6543 -0.8622 3.4971
H14 -1.6735 -2.2766 3.8083
H15 -1.9701 -0.7679 4.6820
H16 -2.5262 1.1794 3.4018
H17 -3.5031 0.9711 1.9420
H18 -1.7225 0.9971 1.8299
H19 -3.0992 -1.8341 -0.2780
H20 -4.3122 -3.9603 0.4792
H21 -3.1202 -4.8456 1.4323
H22 -2.5699 -3.7435 0.1711
H23 -4.1459 -2.2368 3.7491
H24 -3.3626 -3.8268 3.8061
H25 -4.8998 -3.6250 2.9604
O1 0.0504 -1.2195 -0.1247
S1 0.2699 -2.7149 -0.3611
C15 1.3252 -3.2098 1.0564
C16 2.7421 -3.4456 0.5329
C17 2.9078 -2.5613 -0.7020
C18 1.6611 -2.8090 -1.5326
H26 0.8828 -4.0932 1.5136
H27 1.2656 -2.3728 1.7514
H28 2.8727 -4.4911 0.2505
H29 3.4832 -3.2073 1.2949
H30 3.8084 -2.8126 -1.2614
H31 2.9702 -1.5092 -0.4115
H32 1.6505 -3.8243 -1.9350
H33 1.4878 -2.0980 -2.3393
C19 6.6562 4.0159 0.8385
C20 6.7106 2.5732 1.3069
S2 5.1385 2.0554 2.0331
O2 5.3594 0.9907 2.9697
O3 4.3590 3.1991 2.4355
C21 4.1729 1.2904 0.6692
C22 3.5162 2.3508 -0.2042
N4 2.2993 1.8242 -0.8227
C23 1.0728 1.9037 -0.2879
N5 0.1790 1.2619 -1.0478
C24 0.8605 0.7497 -2.1075
C25 2.1788 1.0736 -1.9781
N6 3.2414 0.6321 -2.8281
O4 2.8974 -0.0103 -3.7995
O5 4.3856 0.9013 -2.5195
C26 0.7454 2.6393 0.9582
H34 7.6223 4.3099 0.4326
H35 6.4129 4.6744 1.6688
H36 5.9056 4.1557 0.0613
H37 7.4451 2.4165 2.0957
H38 6.9036 1.8683 0.4982
H39 3.4314 0.7169 1.2271
H40 4.8195 0.6135 0.1144
H41 4.1912 2.6793 -0.9870
H42 3.2388 3.1960 0.4249
H43 0.3839 0.1911 -2.8938
H44 1.1993 2.1752 1.8359
H45 -0.3353 2.6781 1.0770
H46 1.1189 3.6632 0.9185

Atoms 1-6, force components in eV/Å:
0.2 -0.9 0.2
0.0 0.0 0.0
0.1 -0.1 0.0
0.0 0.1 0.1
0.1 0.1 0.1
-0.1 0.0 0.0

Calculated values
Molar mass: 638.82 g mol⁻¹
Lowest unoccupied orbital energy (alpha / beta): -5.635 / -5.655 eV
Charge: +2
E_tot: -96963.784 eV
Kohn-Sham gap (alpha / beta): 8.7 / 9.0 eV
2S+1: 5
ΔE to the lowest compared entry with this formula, charge and spin: 17.3 kcal/mol
HOMO (alpha / beta): -14.3 / -14.6 eV